# 1
A cluster of 2 separate species, C18H25OSi in total. Source: the OMol25 dataset; level of theory: ωB97M-V/def2-TZVPD.

Structure (ORCA input):
```
! RIJCOSX wB97M-V def2-TZVPD def2/J DEFGRID3
* xyz 1 1
C -2.020 -2.474 1.171
C -1.227 -1.546 2.018
C -1.983 -0.908 3.114
C 0.186 -1.624 2.019
C 1.000 -0.700 2.751
C 2.387 -0.805 2.743
C 3.026 -1.840 2.046
C 2.253 -2.789 1.359
C 0.866 -2.686 1.334
H -1.577 -2.651 0.189
H -2.107 -3.445 1.677
H -3.036 -2.099 1.022
H -1.481 -0.068 3.599
H -2.955 -0.554 2.743
H -2.206 -1.652 3.901
H 0.522 0.100 3.312
H 2.982 -0.072 3.291
H 4.112 -1.924 2.053
H 2.737 -3.624 0.844
H 0.284 -3.452 0.821
C 3.233 6.790 -0.633
O 3.167 5.439 -0.137
C 1.964 4.810 -0.011
C 2.004 3.481 0.477
C 0.832 2.762 0.626
C -0.410 3.327 0.313
Si -1.972 2.303 0.542
H -1.696 0.881 1.057
C -3.067 3.260 1.707
C -2.803 2.202 -1.119
C -0.447 4.648 -0.167
C 0.718 5.402 -0.337
H 4.305 7.017 -0.619
H 2.851 6.867 -1.660
H 2.696 7.491 0.020
H 2.979 3.056 0.723
H 0.880 1.732 0.994
H -2.582 3.392 2.682
H -3.227 4.244 1.252
H -4.035 2.765 1.847
H -2.153 1.698 -1.844
H -3.757 1.666 -1.051
H -2.983 3.231 -1.449
H -1.397 5.123 -0.422
H 0.677 6.426 -0.714
*
```

HOMO   -10.5 eV
Frontier orbital gap   0.1705 hartree
F_max   0.0388 hartree/bohr
Relative energy (zero: lowest compared OMol25 entry of this formula, charge and spin)   27.6 kcal per mole
Calculated total energy   -1065.34040 Eh

***

# 2
A structure of composition C18H26Br2ClIrPSTe. Source: the OMol25 dataset; level of theory: ωB97M-V/def2-TZVPD.

Structure (ORCA input):
```
! RIJCOSX wB97M-V def2-TZVPD def2/J DEFGRID3
* xyz 1 1
Ir 0.503 -0.262 0.169
Br 4.060 -1.716 1.308
C 3.183 -3.273 0.663
Br 1.369 -2.923 0.032
H 3.069 -3.968 1.484
H 3.736 -3.698 -0.164
Cl -4.052 -0.688 0.190
C -3.010 -0.940 -1.185
C -3.412 -1.851 -2.149
C -2.609 -2.072 -3.261
C -1.411 -1.387 -3.396
C -1.015 -0.494 -2.413
C -1.799 -0.254 -1.282
C -1.319 0.611 -0.180
H -4.354 -2.368 -2.029
H -2.927 -2.774 -4.020
H -0.783 -1.549 -4.261
H -0.076 0.039 -2.526
H -1.915 0.428 0.693
H -1.395 1.676 -0.391
Te -1.070 -1.318 2.263
C -1.783 -3.050 1.452
C -1.533 -3.565 0.194
C -2.268 -4.735 -0.073
C -3.072 -5.090 0.978
S -2.937 -4.016 2.286
H -0.846 -3.109 -0.505
H -2.211 -5.295 -0.994
H -3.736 -5.938 1.035
C 3.821 1.662 -0.311
C 2.934 2.033 0.874
P 1.149 1.798 0.574
C 0.347 2.326 2.131
C 0.786 3.618 2.824
C 0.806 2.990 -0.782
C 0.348 4.392 -0.386
H 4.865 1.878 -0.080
H 3.568 2.234 -1.202
H 3.742 0.613 -0.563
H 3.077 3.089 1.118
H 3.187 1.464 1.774
H 0.541 1.476 2.795
H -0.730 2.321 1.952
H 1.867 3.663 2.958
H 0.339 3.659 3.818
H 0.470 4.506 2.289
H 0.077 2.535 -1.450
H 1.732 3.054 -1.357
H -0.587 4.370 0.173
H 0.182 4.988 -1.284
H 1.095 4.909 0.214
*
```

HOMO (alpha / beta)   -10.1 / -10.2 eV
Frontier orbital gap (alpha / beta)   0.1785 / 0.1976 hartree
F_max   0.0415 hartree/bohr
Calculated total energy   -7421.29069 Eh

***

# 3
A structure of composition C18H26BrIrN2OSbSe4. Source: the OMol25 dataset; level of theory: ωB97M-V/def2-TZVPD.

Structure (ORCA input):
```
! RIJCOSX wB97M-V def2-TZVPD def2/J DEFGRID3
* xyz 1 5
Ir 1.740 1.694 -2.474
C -1.387 -4.801 -0.352
C -2.076 -3.615 0.343
C -1.881 -3.766 1.864
C -3.592 -3.656 0.001
C -1.469 -2.336 -0.159
C -0.459 -2.251 -1.150
C 0.024 -1.035 -1.600
Br 1.321 -1.148 -3.037
C -0.429 0.192 -1.062
O 0.080 1.336 -1.393
C -1.461 0.146 -0.014
C -1.931 -1.122 0.346
C -2.086 1.338 0.700
C -1.464 2.715 0.383
C -1.994 1.124 2.228
C -3.597 1.403 0.328
H -1.755 -5.745 0.105
H -0.293 -4.773 -0.198
H -1.570 -4.787 -1.466
H -2.173 -4.782 2.203
H -2.460 -3.002 2.443
H -0.811 -3.649 2.139
H -3.984 -4.660 0.290
H -3.746 -3.491 -1.093
H -4.149 -2.871 0.550
H -0.051 -3.151 -1.522
H -2.718 -1.199 1.106
H -0.406 2.723 0.652
H -1.964 3.498 0.993
H -1.464 2.968 -0.698
H -0.953 1.085 2.575
H -2.490 0.197 2.550
H -2.417 1.987 2.773
H -3.755 1.455 -0.784
H -3.983 2.330 0.790
H -4.161 0.530 0.782
Se 0.946 4.113 -2.325
Sb 3.304 4.511 -2.987
Se 3.388 6.296 -4.604
Se 4.656 4.823 -0.966
Se 3.490 2.288 -4.108
C 4.604 2.250 1.876
N 4.236 1.511 0.684
C 4.777 0.422 0.072
C 4.038 0.251 -1.095
N 2.991 1.153 -1.041
C 3.183 1.932 0.002
H 5.499 1.839 2.329
H 3.745 2.188 2.581
H 4.750 3.318 1.606
H 5.594 -0.128 0.517
H 4.132 -0.464 -1.934
H 2.630 2.817 0.252
*
```

HOMO (alpha / beta)   -10.7 / -10.7 eV
Frontier orbital gap (alpha / beta)   0.2640 / 0.1647 hartree
F_max   0.0570 hartree/bohr
Calculated total energy   -13410.28677 Eh

***

> The highest F_max belongs to which entry?

C18H26BrIrN2OSbSe4